(1)
{"formula": "C45H38BF2N7O3P2PbS3", "method": "ωB97M-V/def2-TZVPD", "relative_energy_ev": 0.000, "lumo_ev": -5.5990, "charge": 2, "homo_energy_ev": -11.28, "multiplicity": 1, "gap_ev": 5.7, "elements": ["Pb", "S", "S", "S", "P", "P", "F", "F", "O", "O", "O", "N", "N", "N", "N", "N", "N", "N", "C", "C", "C", "C", "C", "C", "C", "C", "C", "C", "C", "C", "C", "C", "C", "C", "C", "C", "C", "C", "C", "C", "C", "C", "C", "C", "C", "C", "C", "C", "C", "C", "C", "C", "C", "C", "C", "C", "C", "C", "C", "C", "C", "C", "C", "B", "H", "H", "H", "H", "H", "H", "H", "H", "H", "H", "H", "H", "H", "H", "H", "H", "H", "H", "H", "H", "H", "H", "H", "H", "H", "H", "H", "H", "H", "H", "H", "H", "H", "H", "H", "H", "H", "H"], "xyz": [[14.234, 13.903, 10.231], [14.076, 13.361, 7.596], [11.422, 12.092, 6.308], [8.969, 10.530, 6.937], [17.829, 17.985, 10.418], [11.962, 16.012, 9.946], [17.448, 15.161, 11.172], [16.644, 16.589, 12.714], [14.796, 11.513, 13.772], [14.712, 17.759, 10.442], [13.523, 12.680, 12.369], [16.880, 12.236, 9.500], [10.985, 11.170, 8.674], [14.572, 12.013, 12.632], [17.123, 10.892, 12.759], [17.428, 11.700, 10.643], [12.188, 11.793, 8.722], [15.380, 11.968, 11.520], [19.147, 18.694, 11.351], [9.162, 8.951, 11.108], [16.039, 21.153, 8.431], [10.386, 11.153, 7.387], [10.587, 10.434, 9.857], [11.404, 17.757, 11.987], [10.530, 15.197, 10.666], [12.416, 17.253, 11.148], [21.180, 18.452, 12.479], [8.202, 14.482, 10.650], [14.269, 19.908, 9.332], [20.201, 17.810, 11.716], [10.088, 17.800, 8.983], [12.895, 19.156, 13.262], [10.239, 8.646, 11.971], [11.613, 18.716, 12.991], [16.927, 20.239, 9.056], [18.901, 19.903, 11.955], [9.278, 15.080, 10.007], [8.364, 13.745, 11.811], [17.860, 16.200, 8.423], [13.668, 17.862, 11.365], [19.592, 15.482, 6.844], [10.240, 18.823, 6.804], [16.629, 11.548, 11.681], [11.393, 18.093, 6.515], [11.385, 9.378, 11.879], [11.525, 10.279, 10.846], [19.901, 20.489, 12.693], [16.508, 19.095, 9.770], [13.946, 18.644, 12.457], [18.677, 17.195, 8.957], [11.890, 17.240, 7.454], [21.000, 19.720, 13.073], [15.163, 18.917, 9.828], [11.256, 17.135, 8.694], [18.319, 15.354, 7.391], [9.305, 9.858, 10.048], [9.575, 18.653, 8.007], [12.621, 12.416, 7.664], [14.658, 20.933, 8.483], [20.411, 16.484, 7.378], [20.019, 17.262, 8.483], [9.639, 13.716, 12.387], [10.656, 14.535, 11.875], [17.316, 16.440, 11.570], [13.863, 21.572, 8.108], [14.955, 18.915, 12.626], [7.579, 13.084, 12.221], [8.409, 10.109, 9.429], [8.560, 19.014, 8.105], [18.118, 10.787, 12.647], [11.952, 18.214, 5.582], [10.213, 7.940, 12.778], [17.928, 20.394, 11.826], [16.427, 22.000, 7.859], [9.767, 19.399, 6.023], [19.765, 14.809, 6.034], [16.884, 15.974, 8.878], [22.079, 17.901, 12.734], [19.746, 21.442, 13.164], [8.227, 8.455, 11.325], [21.806, 20.213, 13.664], [13.192, 19.823, 9.566], [20.766, 17.898, 8.959], [10.757, 18.989, 13.593], [9.814, 13.104, 13.284], [12.253, 9.280, 12.551], [9.147, 15.478, 9.045], [17.961, 20.482, 9.104], [16.612, 10.847, 13.623], [13.157, 19.915, 14.072], [17.673, 14.527, 7.135], [11.591, 14.579, 12.506], [12.904, 16.742, 7.280], [12.513, 10.848, 10.748], [18.272, 11.177, 10.558], [17.663, 12.476, 8.842], [21.346, 16.763, 6.853], [10.365, 17.287, 11.901], [16.338, 11.512, 8.997], [9.457, 17.627, 9.888], [20.394, 16.800, 11.248], [7.194, 14.631, 10.231]], "forces_ev_per_angstrom": [[-0.23, 0.43, -0.95], [-0.01, -0.21, 0.18], [1.02, 0.35, 0.97], [-0.34, -0.27, -0.40], [0.50, -1.06, -1.79], [0.37, -0.15, -1.00], [0.39, 1.23, 0.15], [0.96, 0.38, -0.94], [-0.38, 1.27, -3.29], [0.33, -0.84, -0.41], [1.28, -1.37, 0.95], [0.37, 0.31, -2.64], [-0.43, 0.14, -1.55], [-1.23, 0.37, 1.43], [0.41, 0.95, -1.95], [0.37, 0.21, -0.18], [1.43, 1.44, 0.62], [-0.51, -0.10, 1.12], [-0.98, -1.36, 0.68], [0.83, 0.00, 0.43], [0.87, -0.77, -0.35], [0.79, 0.64, 1.46], [-0.92, 0.08, -0.57], [-1.13, -0.94, 0.44], [-1.29, -0.56, -0.26], [-0.17, 1.52, 1.63], [0.07, -0.67, 1.20], [-0.86, 0.17, -0.55], [-0.97, -1.32, -0.07], [0.91, 1.42, -0.90], [-1.29, 0.66, 0.01], [1.38, 0.39, 0.43], [-0.73, 0.30, -0.08], [-0.18, -0.61, -0.26], [-0.81, 1.05, -0.17], [-0.22, 0.82, -0.50], [0.82, -0.16, 1.58], [0.69, -0.79, 0.36], [0.15, -0.77, -0.71], [-0.35, -0.11, -0.35], [-1.41, 0.92, 1.02], [-0.19, -0.45, -0.56], [-0.19, -1.48, 2.13], [0.11, 0.91, -0.65], [1.10, 0.57, -0.01], [2.71, 1.05, -0.36], [0.21, -0.50, 1.73], [1.60, 0.75, -0.53], [-1.80, 0.82, 0.62], [-0.02, -0.95, 0.42], [1.96, -0.58, 0.79], [0.76, 0.57, -1.37], [-2.18, 0.05, 0.85], [0.71, -1.30, 0.12], [-0.34, 0.24, 1.34], [-0.49, -0.07, -0.02], [-0.28, -0.55, -0.11], [-2.65, -1.72, -0.13], [0.53, -0.53, 1.81], [0.46, 0.51, -0.53], [-0.75, 0.14, -0.06], [-0.27, 0.25, 0.27], [0.98, -0.93, 1.54], [-1.90, -0.92, 0.32], [0.55, 0.10, -0.24], [0.80, 0.50, 0.11], [0.32, 0.79, -0.25], [1.29, -0.37, 0.53], [0.14, 0.47, 0.20], [0.07, -0.43, 1.02], [-0.49, 0.03, 0.17], [-0.64, -0.43, 0.07], [0.58, 0.00, -0.21], [0.09, -0.34, 0.35], [0.09, 0.27, -0.01], [0.96, -0.01, -0.48], [0.29, 0.33, -0.47], [-0.01, -0.01, -0.01], [-0.01, 0.36, -0.06], [-0.18, 0.11, -0.35], [-0.73, -0.78, -0.40], [0.67, -0.36, -0.21], [-0.35, 0.15, -0.29], [0.11, 0.30, -0.01], [0.00, 0.43, -0.49], [-0.75, -0.19, -0.15], [-0.24, 0.59, -1.01], [0.78, 0.22, -0.39], [-0.01, -0.04, 0.16], [-0.61, -1.31, -1.12], [-0.08, 0.03, -0.45], [-0.87, 0.07, -0.95], [-1.69, 0.40, 0.24], [-1.65, -1.03, 0.11], [0.45, -0.46, 0.16], [-1.01, -0.04, 1.01], [-0.40, -0.55, 0.75], [1.61, 0.89, 0.16], [0.15, 0.42, 0.27], [0.99, 0.18, -0.78], [-0.42, 1.33, 0.63], [0.61, -0.45, -0.02]], "mulliken_charge": [1.650, -0.353, -0.109, -0.295, 1.471, 0.245, 0.058, -0.086, -0.682, 0.641, -0.488, -0.505, 0.427, 0.926, -0.369, -0.179, -0.400, -0.270, 0.482, -0.764, -0.839, 0.191, 0.541, -0.041, 0.631, 1.115, -0.767, -0.773, -0.440, -0.687, -0.062, -0.664, -0.583, -1.029, -0.995, -0.435, -0.841, -0.617, -0.482, -0.859, -0.698, -0.631, 0.395, -0.657, -0.531, 0.611, -0.750, 0.702, -0.033, 0.449, 0.097, -0.482, -0.075, 0.171, -0.766, -0.638, -1.038, 0.096, -0.894, -0.637, -0.352, -0.759, -0.283, 0.628, 0.482, 0.558, 0.404, 0.260, 0.394, 0.184, 0.439, 0.398, 0.398, 0.417, 0.446, 0.453, 0.125, 0.411, 0.435, 0.410, 0.372, 0.411, 0.502, 0.463, 0.431, 0.355, 0.880, 0.562, 0.245, 0.341, 0.645, 0.343, 0.206, -0.109, 0.213, 0.284, 0.353, 0.046, 0.289, 0.440, 0.436, 0.388]}

---

(2)
{"formula": "C5H10NO", "method": "ωB97M-V/def2-TZVPD", "relative_energy_ev": 0.982, "lumo_ev": 3.5961, "charge": -1, "homo_energy_ev": -2.05, "multiplicity": 1, "gap_ev": 5.6, "elements": ["O", "N", "C", "C", "C", "C", "C", "H", "H", "H", "H", "H", "H", "H", "H", "H", "H"], "xyz": [[2.643, -0.411, -2.162], [-1.299, -1.223, 2.338], [1.098, 0.908, -0.822], [-1.102, -0.094, 1.518], [1.527, -0.489, -1.434], [-0.970, -0.131, 0.183], [-0.423, 1.059, -0.599], [1.453, 1.680, -1.506], [1.631, 0.970, 0.124], [-1.810, -1.971, 1.892], [-0.971, 1.107, -1.539], [-1.039, -1.028, -0.428], [1.558, -1.228, -0.591], [-1.855, -1.016, 3.157], [-0.563, 1.948, 0.027], [0.629, -0.815, -2.064], [-0.506, 0.732, 1.907]], "forces_ev_per_angstrom": [[0.29, -0.14, 0.17], [-0.53, -0.09, 0.77], [-0.36, -1.09, -0.48], [1.44, -0.37, -1.73], [-0.30, 0.72, -0.88], [0.16, 0.51, 0.00], [0.51, -0.71, 1.20], [0.13, -0.02, 0.00], [0.02, 0.42, 0.28], [0.20, -0.03, -0.51], [0.11, 0.35, -0.11], [-0.51, -0.16, 0.29], [-0.08, 0.03, 0.11], [0.14, 0.26, 0.21], [-0.42, 0.20, -0.37], [0.01, -0.03, 0.23], [-0.82, 0.17, 0.82]], "mulliken_charge": [-0.880, -0.514, -0.369, -0.128, -0.361, -0.204, -0.844, 0.338, 0.217, 0.234, 0.311, 0.238, 0.122, 0.217, 0.304, 0.063, 0.256]}

---

(3)
{"formula": "C4H5N3", "method": "ωB97M-V/def2-TZVPD", "relative_energy_ev": 2.905, "lumo_ev": -1.0475, "charge": 0, "homo_energy_ev": -10.36, "multiplicity": 1, "gap_ev": 9.3, "elements": ["N", "N", "N", "C", "C", "C", "C", "H", "H", "H", "H", "H"], "xyz": [[-1.352, 0.763, -0.301], [0.058, -0.338, -1.885], [1.732, -0.773, -0.217], [-0.957, 0.508, -1.695], [0.650, -0.357, -0.616], [-0.265, 0.324, 0.208], [-0.186, 0.160, 1.763], [0.806, 0.428, 2.363], [2.228, -1.131, -1.140], [-1.084, 0.464, 2.112], [-1.474, 0.878, -2.575], [-0.157, -0.925, 1.983]], "forces_ev_per_angstrom": [[1.75, 0.38, -2.37], [-1.45, 2.57, -0.96], [3.97, -1.75, -2.17], [1.06, -2.66, -0.84], [-1.76, 0.34, -1.90], [-1.82, 0.25, 7.13], [4.30, -1.64, -1.17], [-2.26, 0.32, -1.64], [-0.87, 0.35, 2.39], [-2.41, 1.61, 1.64], [-0.34, 0.08, 0.42], [-0.16, 0.16, -0.52]], "mulliken_charge": [-0.617, -0.543, -0.507, -0.093, 0.315, 0.817, -1.091, 0.280, 0.336, 0.418, 0.397, 0.285]}

---

(4)
{"formula": "ClO14S2V", "method": "ωB97M-V/def2-TZVPD", "lumo_ev": 9.4141, "charge": -4, "homo_energy_ev": 4.68, "multiplicity": 1, "gap_ev": 4.7, "elements": ["V", "Cl", "S", "S", "O", "O", "O", "O", "O", "O", "O", "O", "O", "O", "O", "O", "O", "O"], "xyz": [[0.501, -0.421, 1.618], [-3.478, -0.417, -0.419], [0.897, -1.147, -1.772], [2.603, 1.935, 0.947], [-2.406, -0.989, 0.349], [-4.830, -0.856, 0.003], [0.002, -0.032, -2.124], [2.299, -0.704, -1.772], [-0.671, 0.462, 2.232], [-3.397, -0.732, -1.833], [1.527, 2.408, 0.081], [3.740, 1.504, 0.122], [3.090, 2.980, 1.879], [0.569, -2.290, -2.666], [0.583, -1.607, -0.324], [1.973, 0.795, 1.786], [0.418, -1.922, 2.229], [-3.422, 1.034, -0.336]], "forces_ev_per_angstrom": [[-0.47, -1.29, -2.51], [-0.13, 1.36, -1.77], [-1.13, 1.54, -0.36], [0.62, 2.05, -2.43], [-1.25, -0.32, -0.19], [0.55, -0.25, 0.82], [0.20, -0.15, 0.21], [0.19, -0.92, -0.47], [0.28, -0.71, -0.17], [0.19, -0.71, 0.36], [-0.25, 0.18, 0.59], [-0.03, -0.85, 1.03], [-0.40, -0.35, 0.89], [0.89, -0.51, 0.32], [-0.07, 1.06, 1.33], [0.50, -1.56, 0.65], [0.62, 1.56, 0.98], [-0.31, -0.13, 0.72]], "mulliken_charge": [1.914, 1.610, 1.009, 1.154, -0.503, -0.763, -0.680, -0.657, -0.714, -0.651, -0.710, -0.677, -0.779, -0.779, -0.541, -0.780, -0.750, -0.703]}